1.
The following is a DFT calculation (ωB97M-V/def2-TZVPD) of a 10-piece molecular cluster, C24H69NO15 overall.

Last column: Mulliken charge in e.
Cartesian coordinates (Å):
C  10.13600  -21.29300  6.56000  -0.71
O  10.29600  -22.69500  6.66400  -0.36
C  10.09300  -23.01300  8.02400  -0.25
C  10.12400  -24.48400  8.36000  -0.85
N  9.90700  -24.63200  9.76300  -0.06
C  10.05500  -25.98600  10.14500  -1.29
C  9.68000  -26.13500  11.57700  1.74
O  9.74200  -27.27900  12.02900  -0.50
C  9.69600  -27.44000  13.40200  0.44
H  10.81100  -20.71400  7.26500  0.27
H  9.12000  -20.97000  6.76500  0.30
H  10.35400  -20.95600  5.55800  0.29
H  9.15200  -22.61000  8.41800  0.30
H  10.95900  -22.55900  8.49700  0.31
H  11.15000  -24.86700  8.14500  0.30
H  9.44700  -25.10700  7.80300  0.38
H  8.93200  -24.40500  9.84700  0.17
H  11.05700  -26.31800  10.00800  0.44
H  9.38900  -26.62500  9.65100  0.57
H  8.72300  -25.68800  11.72400  -0.40
H  10.33700  -25.46500  12.11400  -0.90
H  10.59800  -26.97700  13.88200  -0.17
H  9.66500  -28.52500  13.61600  0.38
H  8.80900  -27.00100  13.76500  -0.51
C  6.50600  -28.51400  15.66900  -0.50
C  5.04100  -28.60300  15.63200  -0.45
O  4.51200  -27.77900  16.66700  -0.54
H  6.94100  -29.23400  14.92500  0.40
H  6.91100  -28.83600  16.63200  0.49
H  6.82300  -27.48000  15.43800  -0.40
H  4.63300  -29.64200  15.77700  0.43
H  4.69600  -28.23500  14.66500  0.22
H  3.58100  -27.99300  16.62200  0.28
C  9.49400  -24.44500  20.12300  -1.40
C  8.41200  -23.84400  19.33600  0.94
O  8.00800  -22.55800  19.78300  -0.63
H  10.37500  -23.80500  20.22500  0.30
H  9.96400  -25.26800  19.60400  0.26
H  9.25300  -24.82500  21.07000  0.40
H  7.54300  -24.50800  19.39000  0.10
H  8.63600  -23.79200  18.27700  -0.36
H  7.06200  -22.50900  19.84800  0.38
C  5.12400  -23.69700  18.16800  -0.90
C  4.95300  -24.68000  17.14100  0.25
O  5.94700  -25.62800  17.28100  -0.48
H  4.35200  -22.90800  18.23800  0.37
H  6.09800  -23.26900  18.17600  -0.56
H  5.06200  -24.08400  19.18100  0.44
H  5.02300  -24.23000  16.18900  0.00
H  3.95900  -25.05200  17.14800  0.51
H  5.50300  -26.50100  17.08200  0.19
C  10.82200  -26.36200  17.22800  -0.27
C  9.40200  -26.78700  17.16400  -0.22
O  8.71200  -25.71400  16.52700  0.95
H  10.92700  -25.44900  17.74400  -0.22
H  11.31800  -26.11400  16.28300  -0.87
H  11.40100  -27.13400  17.75000  0.57
H  9.11400  -26.85300  18.19300  0.49
H  9.28100  -27.71200  16.61200  0.26
H  7.80300  -25.71900  16.88100  -0.50
C  13.41500  -27.33600  13.71300  -0.82
C  13.45800  -26.42300  12.62400  0.69
O  13.98600  -25.19100  13.07800  -0.69
H  14.38600  -27.56900  14.18000  0.33
H  12.91000  -28.22000  13.43700  0.36
H  12.81200  -26.90100  14.50100  -0.08
H  12.48200  -26.28700  12.19600  -0.64
H  14.02500  -26.75700  11.79400  0.43
H  13.26500  -24.56600  13.21200  0.47
C  6.01500  -26.47600  12.75300  -0.63
C  6.04100  -25.52600  13.88300  0.80
O  5.83300  -24.23700  13.31000  -0.62
O  4.65500  -26.46900  12.35100  -0.60
H  6.30800  -27.43000  13.13100  0.32
H  6.68300  -26.21100  11.91400  0.33
H  7.01600  -25.51300  14.35400  -0.83
H  5.36200  -25.68900  14.69200  0.47
H  4.98000  -24.27300  12.90300  0.41
H  4.52400  -27.24100  11.74900  0.36
C  14.22600  -22.90200  19.28100  -0.14
C  13.12000  -23.20300  18.39300  -0.81
O  13.16300  -24.50100  17.91500  -0.45
O  13.97300  -21.57400  19.76500  -0.53
H  15.19700  -22.80400  18.74500  0.26
H  14.21500  -23.51200  20.19100  0.26
H  13.17000  -22.60800  17.54600  0.37
H  12.12000  -23.10600  18.89800  0.44
H  13.91800  -24.56800  17.26400  0.32
H  13.34600  -21.22800  19.16000  0.30
C  10.41400  -23.38100  15.02900  0.54
C  11.83500  -23.42800  14.74700  -0.09
O  11.84000  -23.58300  13.32700  -0.86
O  9.86400  -24.52900  14.49800  1.48
H  9.94900  -22.56700  14.42900  0.23
H  10.11000  -23.17700  16.08000  -0.22
H  12.26900  -24.35200  15.14500  -0.30
H  12.40100  -22.59000  15.04200  0.54
H  10.98100  -24.02300  13.25500  0.01
H  9.36900  -24.79800  15.26600  -1.16
C  7.12200  -22.42200  15.86900  0.78
C  7.86700  -21.30500  16.44900  -0.15
O  7.31900  -20.12100  15.90100  -0.63
O  7.38200  -22.44500  14.49900  -0.60
H  6.08100  -22.25100  16.07600  0.67
H  7.34400  -23.36900  16.32800  -1.02
H  8.92600  -21.41300  16.39000  0.24
H  7.70900  -21.25600  17.52400  0.10
H  6.74800  -20.37100  15.16300  0.40
H  6.97700  -23.24400  14.15800  0.17

Values from the calculation:
- multiplicity = 1
- highest occupied orbital energy (eV) = -9.10
- HOMO-LUMO gap (eV) = 9.021
- energy relative to the best compared isomer or geometry (same formula, charge and spin) (kJ/mol) = 0.00
- LUMO (eV) = -0.1
- SMILES = COCCNCCOC.OCCO.OCCO.OCCO.OCCO.CCO.CCO.CCO.CCO.CCO


2.
The following is a DFT calculation (ωB97M-V/def2-TZVPD) of a 11-piece molecular cluster, C24H70O11 overall.

Last column: Mulliken charge in e.
Cartesian coordinates (Å):
C  6.08799  -2.59205  -2.61829  -1.02
C  5.26499  -2.23625  -1.34273  -0.34
O  3.93022  -1.70231  -1.61766  -0.50
H  6.12743  -1.73947  -3.32368  0.25
H  5.61985  -3.42737  -3.16934  0.25
H  7.13910  -2.77902  -2.40440  0.38
H  5.85715  -1.51587  -0.76127  0.29
H  5.15997  -3.05701  -0.64009  0.34
H  3.91668  -0.83404  -1.19455  0.12
C  -4.29819  -2.93675  0.26226  -0.76
C  -4.23118  -2.48379  -1.14833  -0.31
O  -3.07490  -1.66928  -1.42835  -0.44
H  -3.40546  -3.47574  0.60424  0.11
H  -5.12845  -3.65369  0.28890  0.42
H  -4.43210  -2.04942  0.90243  0.09
H  -5.14464  -1.98969  -1.51885  0.32
H  -4.21062  -3.37785  -1.83584  0.34
H  -2.39434  -2.21483  -1.88005  0.13
C  4.86208  2.39662  -2.15615  -1.38
C  3.69265  2.23993  -1.19030  0.33
O  4.00738  1.18434  -0.26986  -0.66
H  4.74302  3.35370  -2.65550  0.40
H  4.75639  1.66449  -2.97221  0.21
H  5.81547  2.27625  -1.71158  0.37
H  2.80739  1.99594  -1.76718  0.02
H  3.57525  3.15948  -0.66183  0.38
H  3.27119  1.22866  0.37444  0.31
C  -0.38484  -4.21863  -0.36768  -0.99
C  0.36176  -3.61583  -1.68523  -0.07
O  -0.39042  -2.44433  -2.05407  -0.30
H  -0.80223  -3.47518  0.24159  0.09
H  0.23738  -4.97346  0.20251  0.38
H  -1.18664  -4.87958  -0.74160  0.34
H  0.26541  -4.41407  -2.44692  0.37
H  1.41012  -3.31580  -1.49578  0.04
H  0.13656  -1.81883  -2.56983  0.15
C  -3.91612  0.48347  1.84454  -1.15
C  -3.49963  1.95901  1.69790  0.09
O  -2.80206  2.21808  0.52682  -0.27
H  -3.04974  -0.16227  1.61600  0.13
H  -4.67993  0.31431  1.05582  0.38
H  -4.32060  0.29191  2.81580  0.43
H  -2.80609  2.18719  2.52716  -0.22
H  -4.41650  2.55337  1.72219  0.34
H  -2.99760  1.67316  -0.29942  0.41
C  1.46157  -1.81769  -5.61040  -1.15
C  2.31426  -1.15887  -4.56435  -0.09
O  1.74690  -0.95212  -3.27085  -0.16
H  0.59841  -1.24336  -5.99186  0.30
H  0.97010  -2.76658  -5.19150  0.19
H  2.15391  -2.19154  -6.40900  0.35
H  2.63865  -0.15308  -4.89723  0.27
H  3.20673  -1.79339  -4.49011  0.25
H  2.46107  -1.22810  -2.67299  0.22
C  -1.77974  5.35918  -0.52218  -1.33
C  -0.91848  4.26917  -0.95783  0.88
O  0.46159  4.35275  -0.52489  -0.46
H  -2.76836  5.15272  -0.88443  0.34
H  -1.47796  6.37218  -0.94454  0.38
H  -1.86439  5.35693  0.55492  0.28
H  -0.94802  4.17822  -2.05851  0.14
H  -1.31513  3.32021  -0.57082  -0.42
H  0.77604  5.21867  -0.75693  0.24
C  0.47757  -0.29878  0.38103  0.06
C  0.37271  1.21892  0.19834  0.28
O  1.47079  1.84058  0.92565  -0.65
H  0.45049  -0.55141  1.46933  0.26
H  1.30888  -0.77596  -0.16352  -0.42
H  -0.35965  -0.87622  -0.11164  -0.28
H  -0.61675  1.52860  0.61428  0.10
H  0.50139  1.51889  -0.91347  0.56
H  1.42644  2.79031  0.73437  0.16
C  -3.57193  1.03219  -4.25658  -1.22
C  -2.57375  1.14307  -3.14211  0.19
O  -3.16783  0.88647  -1.86425  -0.54
H  -4.54193  1.48973  -3.96272  0.27
H  -3.77945  -0.02772  -4.49238  0.26
H  -3.18187  1.49219  -5.18359  0.39
H  -2.12859  2.09830  -3.13068  0.23
H  -1.65492  0.51738  -3.22798  -0.01
H  -3.04771  -0.11163  -1.73179  0.34
C  -1.78156  -2.16516  5.58093  -1.30
C  -0.35345  -2.32970  5.22971  0.62
C  -0.02837  -3.46973  4.25609  -1.28
O  0.13777  -1.15623  4.55061  -0.39
H  -2.43482  -2.33741  4.73260  0.28
H  -2.10270  -1.12919  5.95160  0.33
H  -2.04105  -2.91121  6.34823  0.38
H  0.27841  -2.43578  6.08654  0.22
H  -0.29853  -4.40993  4.71417  0.43
H  1.05408  -3.48293  4.05605  0.34
H  -0.51999  -3.36400  3.32487  0.19
H  -0.30922  -0.32838  4.74227  0.15
C  -0.64291  3.07920  4.78779  -1.48
C  0.41507  2.51302  3.86011  1.18
C  1.80243  2.36696  4.49285  -1.41
O  -0.19511  1.28263  3.38462  -0.11
H  -0.30427  4.05910  5.14292  0.41
H  -0.80620  2.47496  5.72058  0.28
H  -1.64086  3.17559  4.28703  0.27
H  0.45342  3.22386  3.00451  0.02
H  2.52127  2.02921  3.74526  0.29
H  1.79953  1.70048  5.34291  0.28
H  2.02547  3.39214  4.85200  0.40
H  0.39738  0.90485  2.67294  -0.14

Values from the calculation:
- multiplicity = 1
- highest occupied orbital energy (eV) = -9.32
- HOMO-LUMO gap (eV) = 10.011
- energy relative to the best compared isomer or geometry (same formula, charge and spin) (kJ/mol) = 239.39
- LUMO (eV) = 0.7
- SMILES = CC(C)O.CC(C)O.CCO.CCO.CCO.CCO.CCO.CCO.CCO.CCO.CCO


| no. | electronic energy (eV) |
| --- | --- |
| 1 | -58201.82037 |
| 2 | -48543.24097 |